[1]
DFT (wB97M-V/def2-TZVPD) results for C3H5ClOS in the gas phase in a non-equilibrium geometry.

The geometry in XYZ format:
```
11
Properties=species:S:1:pos:R:3:lowdin_charge:R:1
C 0.92 0.18 1.96 -0.450
S 0.94 0.79 0.33 0.883
C -0.61 0.10 -0.42 -0.754
O -1.53 -0.34 0.22 0.017
C -0.62 -0.03 -1.92 -0.536
Cl -0.89 -1.78 -2.37 0.552
H 0.81 -0.91 2.00 0.062
H 1.96 0.28 2.32 0.038
H 0.36 0.82 2.60 0.030
H 0.19 0.42 -2.53 0.083
H -1.54 0.47 -2.19 0.074
```

## Properties
- Orbital gap: 0.3663 hartree
- SMILES string: CSC(=O)CCl
- HOMO level: -0.35494 Ha
- 2S+1: 1
- Net charge: 0
- E_LUMO: 0.309 eV

***

[2]
DFT (wB97M-V/def2-TZVPD) results for C3H5ClOS in the gas phase in a non-equilibrium geometry.

The geometry in XYZ format:
```
11
Properties=species:S:1:pos:R:3:lowdin_charge:R:1
C 0.71 1.09 0.18 -0.115
C 0.19 -0.08 -0.65 -0.827
Cl 1.40 -1.30 -0.69 0.711
C -1.03 -0.68 0.01 -0.929
O -0.93 -1.28 1.23 0.003
S -2.45 -0.56 -0.78 0.757
H -0.23 1.61 0.42 0.097
H 1.30 1.79 -0.39 0.082
H 1.20 0.72 1.04 0.059
H -0.12 0.29 -1.66 0.102
H -0.04 -1.58 1.29 0.059
```

## Properties
- Orbital gap: 0.3318 hartree
- SMILES string: C[C@@H](Cl)C(O)=S
- HOMO level: -0.33007 Ha
- 2S+1: 1
- Net charge: 0
- E_LUMO: 0.046 eV

***

[3]
DFT (wB97M-V/def2-TZVPD) results for C3H5ClS in the gas phase in a non-equilibrium geometry.

The geometry in XYZ format:
```
10
Properties=species:S:1:pos:R:3:lowdin_charge:R:1
S -0.17 -1.56 -2.48 0.663
C 0.77 -1.17 -1.22 -0.697
C 0.39 -0.64 0.11 -0.327
C -0.22 0.85 -0.06 -0.479
Cl 1.23 1.91 0.37 0.501
H 1.82 -1.25 -1.66 0.057
H 1.16 -0.58 0.80 0.040
H -0.50 -1.39 0.48 0.164
H -1.02 1.07 0.64 0.071
H -0.39 0.97 -1.07 0.008
```

## Properties
- Orbital gap: 0.3065 hartree
- SMILES string: S=CCCCl
- HOMO level: -0.32498 Ha
- 2S+1: 1
- Net charge: 0
- E_LUMO: -0.503 eV

***

[4]
DFT (wB97M-V/def2-TZVPD) results for 2 unconnected molecules or ions with the total composition C3H5ClS in a non-equilibrium geometry.

The geometry in XYZ format:
```
10
Properties=species:S:1:pos:R:3:lowdin_charge:R:1
C -1.77 0.45 0.54 -0.096
C -1.03 -0.08 -0.44 -0.717
C 1.22 -0.61 -0.07 -0.503
S 1.97 0.65 0.86 0.687
Cl -1.46 -0.72 -1.90 0.641
H -2.77 0.72 0.23 0.044
H -1.49 0.89 1.48 0.046
H 1.53 -1.02 -1.10 0.057
H 1.28 -1.46 0.62 0.000
H 2.51 1.18 -0.21 -0.160
```

## Properties
- Orbital gap (alpha / beta): 0.3181 / 0.3181 hartree
- HOMO level (alpha / beta): -0.30263 / -0.30266 Ha
- 2S+1: 1
- Net charge: 0
- E_LUMO (alpha / beta): 0.421 / 0.421 eV

***

[5]
DFT (wB97M-V/def2-TZVPD) results for a molecular structure, C3H5CoO3 in a non-equilibrium geometry.

The geometry in XYZ format:
```
12
Properties=species:S:1:pos:R:3:lowdin_spin:R:1
O 0.16 0.10 0.64 0.104
C 0.59 0.08 -0.68 0.617
C 1.56 -0.98 -1.00 0.094
H 0.61 1.06 -1.16 0.031
H 2.47 -0.88 -0.38 0.034
H 1.86 -0.90 -2.05 -0.001
H 1.14 -1.98 -0.82 0.019
O -1.89 0.79 0.02 0.056
C -1.03 0.56 0.96 0.089
O -1.34 0.61 2.15 0.238
Co -2.60 1.00 3.21 2.697
H -1.53 0.55 -0.88 0.022
```

## Properties
- Orbital gap (alpha / beta): 0.1741 / 0.2550 hartree
- Expectation value of S²: 6.009
- HOMO level (alpha / beta): -0.60849 / -0.74969 Ha
- 2S+1: 5
- Net charge: +2
- E_LUMO (alpha / beta): -11.820 / -13.461 eV

***

[6]
DFT (wB97M-V/def2-TZVPD) results for a molecular structure, C3H5CrLiO3 in a non-equilibrium geometry.

The geometry in XYZ format:
```
13
Properties=species:S:1:pos:R:3:lowdin_spin:R:1
O -1.29 0.14 -0.19 0.001
C -1.41 0.88 0.94 0.000
C -1.03 -1.27 -0.03 0.000
O -1.53 2.08 0.81 0.000
O 1.11 -0.48 -0.55 0.058
C 0.26 -1.58 -0.77 0.011
H -1.90 -1.83 -0.38 0.000
H -0.83 -1.53 1.02 0.000
H 0.03 -1.86 -1.81 0.001
H 0.69 -2.50 -0.33 0.004
H -1.19 0.40 1.91 0.000
Li 0.34 1.05 -1.29 0.017
Cr 3.04 -0.62 -0.32 2.907
```

## Properties
- Orbital gap (alpha / beta): 0.2732 / 0.2109 hartree
- Expectation value of S²: 3.773
- HOMO level (alpha / beta): -0.43963 / -0.38720 Ha
- 2S+1: 4
- Net charge: +1
- E_LUMO (alpha / beta): -4.528 / -4.796 eV

***

What did we get for energy above the lowest of the compared OMol25 structures with the same formula, charge and spin? Answer: 39.23; 41.15; 78.13; 319.22; 48.45; 8.96 kJ/mol, in the order shown.